# 1
ORCA calculation (ωB97M-V with the def2-TZVPD basis set) on a cluster of 6 separate species, C34H57BIO18 in total in a non-equilibrium geometry.

Calculated values
* LUMO: 1.7 eV
* orbital gap: 6.297 eV
* total charge: -1
* HOMO energy: -4.56 eV

Each line ends with the Löwdin charge.
Element x y z (Å)
1 C -0.4212 -1.2358 3.6345  -0.09
2 C -1.6275 -0.3534 3.9588  -0.27
3 C -2.9559 -1.0811 3.8876  -0.23
4 C -3.2058 -1.8720 2.5854  -0.20
5 C -2.6203 -1.2792 1.2701  -0.18
6 C -3.8180 -1.2592 0.2782  -0.21
7 C -4.5990 0.0501 0.5696  -0.21
8 C -5.8981 0.1579 -0.2605  -0.19
9 C -6.2265 1.6257 -0.6749  -0.17
10 C -6.9766 2.2616 0.5179  -0.20
11 C -6.4664 3.6860 0.8486  -0.20
12 C -5.3307 3.7855 1.9129  -0.17
13 C -4.2863 4.7497 1.2816  -0.22
14 C -2.9511 4.9029 2.0188  -0.22
15 C -1.8889 5.5643 1.1005  -0.09
16 B -1.3441 4.6710 -0.1883  -0.87
17 C 0.2611 4.3778 0.1461  -0.05
18 C 0.9659 3.6783 -0.9860  -0.31
19 O 1.9356 3.0394 -0.8197  0.03
20 O -1.2848 5.5459 -1.3846  -0.03
21 C -1.9865 4.8115 -2.3565  -0.24
22 C -2.4649 3.4039 -1.7385  -0.67
23 I -1.5758 1.8624 -3.0538  0.77
24 O -1.9749 3.3758 -0.4803  -0.04
25 H -0.5312 -2.2684 3.9381  0.07
26 H -0.2392 -1.1571 2.5724  0.06
27 H 0.4477 -0.7773 4.0919  0.07
28 H -1.5727 0.1101 4.9439  0.10
29 H -1.6918 0.4836 3.2723  0.10
30 H -3.7931 -0.4280 4.1237  0.10
31 H -2.9428 -1.8177 4.6983  0.10
32 H -2.9164 -2.9105 2.7175  0.10
33 H -4.2898 -1.9013 2.4615  0.09
34 H -2.2696 -0.2589 1.3384  0.10
35 H -1.8843 -1.9480 0.8418  0.10
36 H -3.4655 -1.1645 -0.7457  0.10
37 H -4.4380 -2.1365 0.4314  0.10
38 H -3.8878 0.8549 0.4044  0.11
39 H -4.8150 0.0452 1.6392  0.10
40 H -5.7352 -0.4663 -1.1343  0.10
41 H -6.6597 -0.2389 0.4006  0.10
42 H -5.3363 2.1985 -0.8964  0.08
43 H -6.8671 1.5485 -1.5489  0.10
44 H -8.0235 2.3655 0.2315  0.10
45 H -6.9594 1.5913 1.3696  0.09
46 H -6.0416 4.1665 -0.0284  0.09
47 H -7.3012 4.3034 1.1705  0.10
48 H -5.7474 4.2790 2.7865  0.10
49 H -4.9006 2.8242 2.1675  0.10
50 H -4.7612 5.7307 1.2739  0.12
51 H -4.1186 4.4519 0.2501  0.09
52 H -3.1459 5.5923 2.8488  0.09
53 H -2.6070 3.9789 2.4781  0.10
54 H -1.0148 5.7660 1.7224  0.08
55 H -2.2410 6.5254 0.7203  0.09
56 H 0.3297 3.7435 1.0223  0.10
57 H 0.8293 5.2821 0.3677  0.11
58 H 0.5657 3.7580 -2.0048  0.08
59 H -2.7760 5.3960 -2.8300  0.11
60 H -1.2282 4.5435 -3.0916  0.04
61 H -3.5404 3.2847 -1.8206  0.06
62 C 4.6822 1.4497 -1.3801  -0.11
63 C 4.9409 0.7915 -2.7040  -0.13
64 O 5.9075 1.6635 -3.3090  0.05
65 C 6.5411 2.3248 -2.3054  -0.59
66 O 7.5049 2.9915 -2.4601  0.15
67 O 5.9348 2.1209 -1.1203  0.08
68 H 4.4480 0.7347 -0.5973  0.09
69 H 3.8839 2.1891 -1.4319  0.10
70 H 5.3787 -0.2026 -2.6018  0.12
71 H 4.0449 0.7197 -3.3152  0.12
72 C 4.8272 -3.2507 2.9754  -0.12
73 C 3.3327 -3.2517 2.8209  -0.12
74 O 3.0851 -1.9778 2.2208  0.07
75 C 4.2182 -1.5915 1.5899  -0.56
76 O 4.2840 -0.6713 0.8620  0.17
77 O 5.2574 -2.4048 1.9023  0.07
78 H 5.2561 -4.2442 2.8821  0.12
79 H 5.1496 -2.8116 3.9219  0.13
80 H 2.9833 -4.0365 2.1472  0.13
81 H 2.8148 -3.3448 3.7715  0.13
82 C 1.7081 -0.9017 -2.0040  -0.11
83 C 1.2853 -1.1818 -3.4246  -0.12
84 O 0.9180 -2.5683 -3.3715  0.06
85 C 0.5961 -2.8584 -2.0898  -0.59
86 O 0.0968 -3.8695 -1.7427  0.15
87 O 0.9210 -1.8436 -1.2591  0.06
88 H 1.4955 0.1205 -1.6922  0.13
89 H 2.7659 -1.1129 -1.8317  0.12
90 H 0.4142 -0.5942 -3.7264  0.08
91 H 2.0868 -1.0189 -4.1408  0.11
92 C 7.6083 -1.7361 -5.1301  -0.12
93 C 7.4223 -1.1218 -6.4928  -0.12
94 O 6.0149 -1.2486 -6.6980  0.07
95 C 5.4239 -1.3330 -5.4823  -0.57
96 O 4.2640 -1.2770 -5.3034  0.18
97 O 6.3489 -1.4892 -4.4975  0.05
98 H 8.4185 -1.2772 -4.5696  0.14
99 H 7.7741 -2.8147 -5.1753  0.13
100 H 7.6897 -0.0639 -6.5163  0.14
101 H 7.9769 -1.6437 -7.2686  0.13
102 C 0.7859 -7.8988 2.8415  -0.12
103 C 1.5167 -8.1054 1.5374  -0.11
104 O 2.6444 -7.2355 1.6760  0.07
105 C 2.8624 -7.0492 2.9975  -0.59
106 O 3.8129 -6.5169 3.4422  0.17
107 O 1.8479 -7.5508 3.7388  0.06
108 H 0.2675 -8.7918 3.1801  0.13
109 H 0.0753 -7.0717 2.7979  0.14
110 H 1.8738 -9.1297 1.4137  0.13
111 H 0.9191 -7.8333 0.6717  0.14

---

# 2
ORCA calculation (ωB97M-V with the def2-TZVPD basis set) on an isolated molecule of C3H3OPS in a non-equilibrium geometry.

Calculated values
* LUMO: -0.5 eV
* orbital gap: 7.299 eV
* total charge: 0
* HOMO energy: -7.83 eV
* SMILES: C1=COSP=C1
* ΔE to the lowest compared entry with this formula, charge and spin: 22.5 kcal per mole

Each line ends with the Löwdin charge.
Element x y z (Å)
1 C 0.8760 0.1244 0.2449  -0.14
2 C 0.3335 -1.1588 -0.1123  -0.22
3 C 0.0576 1.2951 0.0574  -0.54
4 O -0.9031 -1.5508 -0.2193  -0.45
5 P -1.5880 1.4548 -0.0676  0.64
6 S -2.1906 -0.5583 0.3952  0.57
7 H 1.8730 0.1049 0.1498  0.04
8 H 1.0307 -1.8988 -0.2225  0.09
9 H 0.5108 2.1876 -0.2257  0.01

---

# 3
ORCA calculation (ωB97M-V with the def2-TZVPD basis set) on the ion C9H11N2O with charge +1 in a non-equilibrium geometry.

Calculated values
* LUMO (spin up / spin down): -5.6 / -5.6 eV
* orbital gap (spin up / spin down): 7.394 / 7.393 eV
* total charge: +1
* HOMO energy (spin up / spin down): -13.01 / -13.01 eV
* SMILES: [H]/N=[N+]1/CCCc2ccccc2O1
* ΔE to the lowest compared entry with this formula, charge and spin: 120.2 kcal per mole

Each line ends with the Löwdin charge.
Element x y z (Å)
1 C 2.1658 -1.4574 -1.6955  -0.03
2 C 1.2340 -2.4511 -1.4284  -0.05
3 C 1.9718 -0.1796 -1.2483  0.00
4 C 0.1885 -2.2620 -0.5748  0.03
5 C 0.7531 0.0901 -0.5546  -0.14
6 C -0.1334 -0.9278 -0.2406  -0.18
7 C 0.6563 1.5581 -0.1445  -0.15
8 C -0.7657 1.8767 0.3054  -0.16
9 C -0.9475 1.1800 1.6980  -0.10
10 N -2.9653 0.1384 1.8802  0.32
11 N -1.8437 0.0952 1.4180  -0.10
12 O -1.4619 -0.7484 0.2148  0.05
13 H 3.0323 -1.9109 -2.2386  0.14
14 H 1.4282 -3.3594 -1.8000  0.08
15 H 2.5255 0.6440 -1.4449  0.09
16 H -0.5827 -2.9049 -0.2776  0.11
17 H 1.4444 1.6684 0.7584  0.18
18 H 0.8263 2.2253 -0.9491  0.11
19 H -0.9787 3.0163 0.5136  0.16
20 H -1.5881 1.6107 -0.4444  0.15
21 H 0.1519 0.9485 2.0983  0.18
22 H -1.4920 1.6954 2.5983  0.17
23 H -3.6190 -0.5459 1.5562  0.14

---

# 4
ORCA calculation (ωB97M-V with the def2-TZVPD basis set) on the ion C8H15N6O with charge +1 in a non-equilibrium geometry.

Calculated values
* LUMO: -2.9 eV
* orbital gap: 9.330 eV
* total charge: +1
* HOMO energy: -12.25 eV
* SMILES: Cc1cn(C)nc1O[N@@+]1(C)N=NN[C@H]1C
* ΔE to the lowest compared entry with this formula, charge and spin: 73.3 kcal per mole

Each line ends with the Löwdin charge.
Element x y z (Å)
1 C -2.7509 0.1104 0.5553  0.00
2 C -1.7413 1.0336 0.3989  -0.24
3 C -0.8089 0.2906 -0.3596  -0.27
4 C 2.3580 -0.5570 -0.3884  -0.19
5 C -1.6295 2.4584 0.6085  -0.03
6 C 2.2537 -1.3053 -1.6789  0.02
7 C -3.1672 -2.2479 -0.0751  -0.05
8 C 2.1516 1.9337 0.0769  0.01
9 N -1.1892 -0.9875 -0.5174  0.16
10 N 1.2515 -0.7000 1.6751  0.04
11 N 0.9343 0.4168 1.3975  0.16
12 N -2.4044 -1.0807 0.0501  -0.21
13 N 1.8319 -1.4243 0.7608  0.08
14 N 1.4936 0.6649 -0.0924  -0.23
15 O 0.4151 0.7274 -0.9535  0.04
16 H -3.5690 0.2966 1.1578  0.12
17 H 3.3710 -0.4317 0.0921  0.18
18 H -2.6160 2.8404 0.9721  0.11
19 H -0.7508 2.4410 1.3340  0.10
20 H -1.2719 3.0118 -0.2325  0.08
21 H 1.3991 -1.8618 -1.6127  0.06
22 H 3.0880 -1.8699 -1.7567  0.06
23 H 2.2075 -0.4797 -2.4786  0.14
24 H -4.3236 -2.0546 -0.1297  0.13
25 H -2.7382 -2.8294 -1.0183  0.14
26 H -3.1025 -2.9300 0.8229  0.10
27 H 1.3616 2.7926 0.0622  0.14
28 H 2.6880 1.9193 1.0506  0.11
29 H 2.9770 2.0362 -0.7586  0.15
30 H 2.2817 -2.2136 1.0376  0.12

---

Computed calculated total energy, in the same sequence as the records: -81817.5778 -25328.4261 -14527.0915 -19514.5001 eV.
Computed M, in the same sequence as the records: 891.53 118.10 163.20 211.25 g mol⁻¹.